ORCA calculation (ωB97M-V/def2-TZVPD) on an isolated ion of composition C6H10BClNO3 and charge +1.

Positions of all 22 atoms, in Å:
Cl  -0.949  1.443  -2.374
O  -2.431  0.897  1.060
O  -0.300  2.141  1.476
O  -0.668  -1.367  0.338
N  1.221  0.014  0.910
C  2.298  -0.588  -1.160
C  -0.265  -0.070  0.532
C  -1.987  -1.625  -0.149
C  1.538  0.281  -2.003
C  0.303  0.603  -1.609
C  2.188  -0.768  0.153
B  -1.084  1.117  1.077
H  1.252  -0.392  1.861
H  3.145  -1.148  -1.523
H  2.796  -1.279  0.799
H  -2.612  -1.378  0.686
H  -0.614  2.771  2.011
H  -3.210  1.493  1.206
H  -1.994  -2.725  -0.425
H  2.039  0.627  -2.857
H  -2.161  -1.037  -0.958
H  1.494  0.990  0.949

Values from the calculation:
Charge: +1
HOMO (alpha / beta): -12.4 / -12.4 eV
Energy relative to the best compared isomer or geometry (same formula, charge and spin): 87.57 kcal per mole

ORCA calculation (ωB97M-V/def2-TZVPD) on an isolated ion of composition C6H10BN2O2 and charge +1.

Positions of all 21 atoms, in Å:
O  -3.742  -0.105  -0.444
O  0.891  -0.751  -0.696
N  2.392  0.995  -0.735
N  0.216  1.974  -0.160
C  -1.867  0.849  0.632
C  2.171  -0.431  -0.237
C  -0.389  -0.758  1.557
C  -1.613  -1.195  -0.763
C  -2.582  -0.133  -0.243
C  -0.761  1.499  0.221
B  -0.285  -0.990  -0.023
H  3.324  1.340  -0.955
H  2.399  -0.250  0.889
H  -1.236  -1.035  2.116
H  2.872  -1.052  -0.618
H  1.846  0.896  -1.572
H  -2.493  1.288  1.525
H  -1.487  -1.364  -1.896
H  0.373  -0.333  2.217
H  1.883  1.818  -0.190
H  -1.911  -2.264  -0.624

Values from the calculation:
Charge: +1
HOMO (alpha / beta): -13.3 / -13.3 eV
Energy relative to the best compared isomer or geometry (same formula, charge and spin): 153.90 kcal per mole

ORCA calculation (ωB97M-V/def2-TZVPD) on a 2-piece molecular cluster, C6H10BrFNO3P overall.

Positions of all 23 atoms, in Å:
Br  4.639  0.019  0.880
P  0.489  -0.183  -0.148
F  3.662  0.391  -1.606
O  -0.412  0.796  -1.034
O  0.361  0.174  1.272
O  0.234  -1.678  -0.549
N  3.028  -2.934  -0.871
C  3.409  -1.802  -0.780
C  -0.642  -2.486  0.353
C  -0.171  2.170  -0.637
C  -2.004  -1.718  0.322
C  3.579  -0.430  -0.556
C  1.227  2.696  -0.883
H  -0.939  2.806  -1.107
H  1.202  3.806  -0.942
H  -2.438  -1.840  1.292
H  1.380  2.169  -1.928
H  -0.358  2.113  0.510
H  -0.702  -3.550  -0.151
H  -1.675  -0.672  0.305
H  -0.204  -2.298  1.328
H  -2.504  -1.923  -0.542
H  1.895  2.275  -0.187

Values from the calculation:
Spin multiplicity: 3
HOMO (alpha / beta): -8.0 / -11.0 eV
Expectation value of S²: 2.021

ORCA calculation (ωB97M-V/def2-TZVPD) on an isolated ion of composition C6H10BrN2 and charge +1.

Positions of all 19 atoms, in Å:
Br  -1.093  -2.043  0.113
N  1.564  -1.063  1.454
N  -2.953  0.914  -0.965
C  0.446  0.028  1.334
C  -1.045  0.265  -2.242
C  -2.358  0.478  -2.108
C  0.016  0.333  -1.183
C  -0.421  -0.189  0.165
C  -2.685  0.990  0.194
H  2.151  -1.083  0.612
H  2.154  -0.932  2.282
H  -0.695  0.012  -3.233
H  0.907  -0.185  -1.566
H  0.297  1.387  -1.067
H  1.057  -1.961  1.505
H  -3.042  1.338  1.128
H  -0.105  -0.058  2.271
H  0.948  0.995  1.283
H  -3.049  0.364  -2.930

Values from the calculation:
Charge: +1
HOMO (alpha / beta): -11.3 / -11.3 eV
Energy relative to the best compared isomer or geometry (same formula, charge and spin): 76.23 kcal per mole

ORCA calculation (ωB97M-V/def2-TZVPD) on an isolated molecule of C6H10BrO2P.

Positions of all 20 atoms, in Å:
Br  0.087  -0.562  4.298
P  -0.009  0.818  2.478
O  1.140  2.032  2.822
O  0.149  -1.777  -0.548
C  0.814  0.569  -0.350
C  0.698  -0.163  1.034
C  -0.555  -0.493  -2.421
C  0.521  -0.644  -1.311
C  -1.601  0.467  -2.458
C  -0.399  -1.220  0.656
H  -2.621  0.192  -2.125
H  1.886  0.775  -0.498
H  -1.481  1.498  -2.852
H  -0.725  -1.965  1.398
H  0.761  2.475  3.587
H  1.466  -0.779  -1.876
H  -0.487  -1.223  -3.258
H  1.549  -0.784  1.384
H  0.101  1.411  -0.297
H  -1.294  -0.629  0.336

Values from the calculation:
HOMO: -7.7 eV

ORCA calculation (ωB97M-V/def2-TZVPD) on an isolated molecule of C6H10ClN.

Positions of all 18 atoms, in Å:
Cl  3.309  -0.225  -0.550
N  0.410  1.646  -0.642
C  -0.329  -0.705  -1.086
C  1.052  -0.012  0.947
C  -1.615  -1.009  -0.333
C  0.019  0.389  -0.057
C  2.377  -0.263  0.871
C  -1.385  0.190  0.534
H  -1.546  -2.007  0.191
H  -2.517  -0.935  -0.958
H  -0.282  1.926  -1.325
H  0.464  2.394  0.096
H  2.925  -0.627  1.745
H  -0.546  -0.314  -2.096
H  -2.019  1.015  0.231
H  -1.441  0.079  1.607
H  0.680  -0.055  1.994
H  0.444  -1.486  -1.167

Values from the calculation:
HOMO: -9.1 eV
Energy relative to the best compared isomer or geometry (same formula, charge and spin): 29.50 kcal per mole

ORCA calculation (ωB97M-V/def2-TZVPD) on an isolated molecule of C6H10ClNO2.

Positions of all 20 atoms, in Å:
Cl  -0.961  -1.665  -0.921
O  1.841  0.284  0.941
O  1.130  1.154  -1.066
N  -0.125  1.699  -1.024
C  -2.362  1.279  -0.201
C  -0.553  -0.668  1.544
C  1.947  -1.103  -1.033
C  1.192  -0.031  -0.257
C  -0.294  -0.329  0.089
C  -0.934  0.952  -0.399
H  -2.980  0.443  -0.525
H  1.962  -2.026  -0.459
H  -1.615  -0.841  1.695
H  -2.559  1.462  0.855
H  1.479  -1.274  -1.997
H  2.701  0.665  0.729
H  -0.001  -1.561  1.822
H  2.967  -0.761  -1.197
H  -2.614  2.168  -0.771
H  -0.221  0.154  2.174

Values from the calculation:
HOMO: -9.6 eV
Energy relative to the best compared isomer or geometry (same formula, charge and spin): 23.14 kcal per mole

ORCA calculation (ωB97M-V/def2-TZVPD) on a 3-piece molecular cluster, C6H10F2N4O8PS overall.

Positions of all 32 atoms, in Å:
S  1.711  -0.556  -0.647
P  0.459  0.831  -0.076
F  3.401  2.046  0.328
F  2.875  0.844  4.213
O  -0.796  3.123  0.894
O  -0.981  2.744  3.050
O  -0.292  -0.123  -2.590
O  -2.764  -1.535  -0.987
O  -1.431  -1.669  0.712
O  1.632  -0.029  -3.591
O  3.224  -0.162  2.309
O  2.481  3.731  1.354
N  0.446  -0.281  -3.547
N  0.082  0.124  2.595
N  1.872  1.764  2.262
N  -2.356  -2.062  0.029
C  -0.162  -0.836  -4.785
C  -3.056  -3.296  0.473
C  2.591  2.563  1.296
C  0.545  1.254  1.768
C  -0.485  2.458  1.959
C  2.689  0.727  2.848
H  -0.022  -0.103  -5.576
H  0.596  1.980  -0.915
H  -0.854  0.318  -0.290
H  0.352  -1.767  -5.015
H  -0.007  -0.655  1.933
H  -0.883  0.303  2.891
H  -4.098  -3.037  0.648
H  -1.219  -1.013  -4.606
H  -2.588  -3.653  1.386
H  -2.961  -4.031  -0.323

Values from the calculation:
Charge: -1
HOMO: -4.6 eV